This record from OMol25 describes a molecular structure, C53H70CsGeN6O2P3. The level of theory is the ωB97M-V functional and the def2-TZVPD basis.

The geometry in XYZ format:
```
136
C53H70CsGeN6O2P3, DFT the ωB97M-V functional and the def2-TZVPD basis
Cs -0.698 1.173 -1.941
C -0.271 4.433 1.440
C -1.714 3.926 1.496
C -2.505 4.570 2.630
P -1.692 2.065 1.474
C -1.242 1.693 3.235
N -0.417 0.506 3.363
Ge 0.282 -0.316 1.743
N 2.029 0.396 1.332
C 1.893 1.066 0.023
P 2.912 2.380 -0.807
C 4.207 1.487 -1.812
C 3.463 0.883 -3.011
C 5.282 2.460 -2.287
C 3.667 3.337 0.595
C 4.106 4.724 0.116
C 4.735 2.682 1.463
C 3.030 -0.502 1.655
C 4.318 -0.528 1.123
C 5.245 -1.484 1.511
C 4.921 -2.459 2.441
C 3.654 -2.434 3.010
C 2.746 -1.463 2.645
N 1.436 -1.366 3.269
C 1.420 -0.529 4.450
C 2.342 -0.627 5.466
C 2.240 0.199 6.582
C 1.202 1.114 6.644
C 0.287 1.238 5.606
C 0.387 0.424 4.472
C 0.738 -2.636 3.400
C 0.711 -3.371 4.561
C 0.035 -4.588 4.593
C -0.606 -5.020 3.445
C -0.606 -4.263 2.277
C 0.071 -3.041 2.224
N 0.152 -2.164 1.165
C -0.515 -2.465 -0.107
P 0.613 -2.274 -1.585
C -0.423 -2.932 -3.015
C -0.738 -1.831 -4.034
C -1.709 -3.669 -2.643
C 1.821 -3.689 -1.409
C 1.241 -5.017 -0.933
C 3.016 -3.281 -0.557
C -3.476 1.591 1.450
C -3.566 0.078 1.653
C -4.128 2.008 0.132
H -0.248 5.525 1.408
H 0.241 4.061 0.550
H 0.297 4.117 2.321
H -2.192 4.181 0.545
H -2.069 4.337 3.604
H -3.544 4.238 2.634
H -2.503 5.658 2.524
H -2.149 1.621 3.849
H -0.684 2.569 3.591
H 0.948 1.612 0.123
H 1.712 0.322 -0.768
H 4.686 0.665 -1.285
H 2.965 1.662 -3.592
H 2.710 0.157 -2.694
H 4.168 0.359 -3.662
H 4.833 3.328 -2.777
H 5.933 1.969 -3.015
H 5.904 2.816 -1.466
H 2.771 3.479 1.216
H 5.023 4.673 -0.472
H 4.304 5.371 0.974
H 3.337 5.193 -0.499
H 5.618 2.408 0.878
H 4.362 1.786 1.957
H 5.060 3.385 2.236
H 4.604 0.222 0.409
H 6.231 -1.467 1.063
H 5.636 -3.220 2.723
H 3.353 -3.181 3.735
H 3.153 -1.340 5.383
H 2.961 0.126 7.385
H 1.103 1.756 7.511
H -0.506 1.969 5.684
H 1.209 -2.990 5.444
H 0.007 -5.178 5.499
H -1.143 -5.961 3.448
H -1.159 -4.640 1.429
H -1.360 -1.797 -0.305
H -0.915 -3.477 -0.089
H 0.262 -3.645 -3.488
H -1.467 -1.132 -3.623
H -1.183 -2.264 -4.934
H 0.158 -1.281 -4.332
H -2.410 -2.983 -2.169
H -1.539 -4.511 -1.969
H -2.187 -4.057 -3.546
H 2.172 -3.814 -2.441
H 0.905 -4.944 0.103
H 2.006 -5.797 -0.974
H 0.400 -5.343 -1.547
H 2.716 -3.114 0.479
H 3.467 -2.359 -0.924
H 3.781 -4.064 -0.563
H -3.974 2.096 2.286
H -3.079 -0.430 0.818
H -4.611 -0.239 1.663
H -3.101 -0.240 2.590
H -3.648 1.509 -0.712
H -4.085 3.086 -0.034
H -5.179 1.710 0.125
O -1.060 3.162 -3.576
C -1.377 3.246 -4.808
C -0.703 4.176 -5.664
C -1.000 4.329 -6.996
C -2.010 3.558 -7.591
C -2.678 2.653 -6.793
C -2.405 2.455 -5.434
C -3.223 1.459 -4.758
N -3.116 1.040 -3.555
N -4.101 0.097 -3.219
C -3.757 -0.628 -2.188
O -2.647 -0.621 -1.549
C -4.837 -1.570 -1.708
C -4.560 -2.457 -0.673
C -5.532 -3.327 -0.195
C -6.803 -3.320 -0.750
C -7.089 -2.440 -1.790
C -6.115 -1.576 -2.264
H 0.074 4.771 -5.195
H -0.450 5.054 -7.586
H -2.265 3.666 -8.637
H -3.466 2.050 -7.237
H -4.014 1.019 -5.378
H -3.567 -2.460 -0.242
H -5.295 -4.009 0.613
H -7.565 -3.996 -0.379
H -8.078 -2.429 -2.231
H -6.324 -0.887 -3.070
```

## Properties
- Expectation value of S²: 0.7544
- Charge: -1
- Molecular weight: 1121.62 g mol⁻¹
- Spin multiplicity: 2
- Relative energy (zero: lowest compared OMol25 entry of this formula, charge and spin): 8.1 kcal per mole
- Energy: -5661.8067 Ha

Here are the Mulliken charges for atoms 1 to 6, given in e:
1. Cs 2.389
2. C -1.371
3. C 0.233
4. C -1.682
5. P 1.095
6. C -2.168



This record from OMol25 describes C3H3ClOS in the gas phase in a non-equilibrium geometry. The level of theory is the ωB97M-V functional and the def2-TZVPD basis.

The geometry in XYZ format:
```
9
C3H3ClOS, DFT the ωB97M-V functional and the def2-TZVPD basis
C -0.428 -0.134 0.514
C -1.184 1.292 0.370
C 0.857 0.097 -0.388
H 0.103 -0.223 1.509
H -1.995 1.499 1.002
H 0.605 0.671 -1.260
O -0.777 2.280 -0.328
S 2.327 -0.262 0.068
Cl -1.483 -1.384 -0.158
```

## Properties
- Charge: 0
- Molecular weight: 122.58 g mol⁻¹
- SMILES: O=C[C@@H](Cl)C=S
- Relative energy (zero: lowest compared OMol25 entry of this formula, charge and spin): 37.5 kcal per mole
- Energy: -1049.6546 Ha

Here are the Mulliken charges for atoms 1 to 6, given in e:
1. C 0.128
2. C -0.051
3. C -0.273
4. H 0.313
5. H 0.426
6. H 0.299



This record from OMol25 describes 2 unconnected molecules or ions with the total composition C4H10N2O2 in a non-equilibrium geometry. The level of theory is the ωB97M-V functional and the def2-TZVPD basis.

The geometry in XYZ format:
```
18
C4H10N2O2, DFT the ωB97M-V functional and the def2-TZVPD basis
C 0.370 0.340 -1.435
O 0.226 1.567 -1.845
C 0.664 0.181 0.084
C -0.449 -0.399 0.864
C -0.106 -1.241 1.954
N -1.063 -1.504 2.928
O 0.927 -1.891 2.036
N 1.329 1.407 0.597
H 1.240 -0.170 -1.928
H -0.498 -0.311 -1.650
H 0.883 1.632 1.478
H 1.489 -0.543 0.173
H -1.415 -0.622 0.413
H -0.870 1.344 -5.454
H -1.864 -0.950 3.196
H -0.624 -1.937 3.720
H 1.121 2.139 -0.085
H -1.359 0.959 -5.044
```

## Properties
- Charge: 0
- Molecular weight: 118.14 g mol⁻¹
- Relative energy (zero: lowest compared OMol25 entry of this formula, charge and spin): 180.2 kcal per mole
- Energy: -418.1738 Ha

Here are the Mulliken charges for atoms 1 to 6, given in e:
1. C -0.296
2. O -0.619
3. C 0.338
4. C -0.673
5. C 0.680
6. N -0.454